Record 1
The following is a quantum chemistry calculation of C38H36FMoN8O16 as an isolated structure, from the OMol25 dataset.

```
! wB97M-V def2-TZVPD RIJCOSX def2/J DEFGRID3
* xyz 1 3
Mo 1.972 0.224 1.757
O -0.437 -0.935 3.762
C -0.255 -0.835 4.953
C 0.929 -0.271 5.628
C 0.947 -0.302 7.018
C 2.014 0.231 7.705
C 3.085 0.820 7.041
C 3.087 0.862 5.666
C 2.021 0.313 4.943
O 2.042 0.362 3.633
N 2.017 0.181 9.169
O 1.066 -0.340 9.713
O 2.989 0.630 9.739
H -1.023 -1.210 5.655
H 0.123 -0.739 7.567
H 3.899 1.236 7.617
H 3.899 1.320 5.120
C 1.814 3.610 -5.328
C 1.089 4.002 -4.052
N 1.141 2.937 -3.039
C 2.032 3.035 -2.041
C 2.196 2.110 -1.041
C 3.168 2.450 0.061
O 3.896 3.405 -0.044
O 3.113 1.682 1.132
C 1.439 0.922 -1.092
O 1.540 -0.044 -0.276
C 0.427 0.831 -2.131
C -0.475 -0.240 -2.097
C -1.476 -0.292 -3.017
F -2.335 -1.337 -3.001
C -1.654 0.699 -3.997
C -0.753 1.751 -4.033
C 0.287 1.839 -3.096
N -2.734 0.666 -4.903
C -4.054 0.225 -4.513
C -4.393 -1.166 -5.031
N -4.158 -1.193 -6.522
C -2.755 -0.778 -6.878
C -2.508 0.622 -6.324
H 1.740 4.415 -6.057
H 1.390 2.708 -5.768
H 2.868 3.426 -5.128
H 0.046 4.256 -4.237
H 1.546 4.882 -3.603
H 2.645 3.927 -2.016
H -0.391 -0.991 -1.321
H -0.918 2.532 -4.758
H -4.790 0.936 -4.913
H -4.164 0.238 -3.430
H -5.437 -1.422 -4.855
H -3.747 -1.927 -4.602
H -4.821 -0.560 -6.979
H -4.350 -2.129 -6.885
H -2.659 -0.819 -7.962
H -2.089 -1.509 -6.419
H -3.174 1.331 -6.835
H -1.486 0.916 -6.557
C 2.085 -4.168 3.900
C 3.239 -4.241 2.909
C 2.903 -3.717 1.489
C 4.098 -3.922 0.548
C 3.841 -3.404 -0.861
C 1.705 -4.498 0.971
O 1.782 -5.659 0.661
N 0.507 -3.818 0.869
C 0.285 -2.462 1.070
O -0.757 -1.948 0.749
N 1.342 -1.767 1.623
C 2.585 -2.263 1.617
O 3.474 -1.386 1.768
H 2.430 -4.449 4.893
H 1.280 -4.853 3.627
H 1.666 -3.161 3.969
H 3.567 -5.274 2.783
H 4.093 -3.665 3.269
H 4.312 -4.990 0.526
H 4.957 -3.416 0.990
H 3.013 -3.937 -1.330
H 4.719 -3.548 -1.487
H 3.610 -2.335 -0.856
H -0.284 -4.342 0.518
O -0.230 2.205 3.578
C -0.513 1.821 2.471
O 0.272 1.252 1.585
C -1.889 1.992 1.888
C -2.387 1.046 0.999
C -3.620 1.282 0.415
C -4.384 2.399 0.695
C -3.864 3.298 1.605
C -2.632 3.119 2.210
N -4.647 4.509 1.915
O -4.143 5.316 2.661
O -5.735 4.613 1.392
N -4.114 0.336 -0.601
O -3.603 -0.761 -0.647
O -4.991 0.725 -1.349
H -1.808 0.168 0.738
H -5.338 2.570 0.218
H -2.256 3.845 2.915
*
```

Results
Maximum force, eV Å⁻¹: 0.638
Highest occupied orbital energy (alpha / beta), eV: -9.91 / -10.71
Orbital gap (alpha / beta), eV: 6.533 / 7.323
<S²>: 2.011
E_LUMO (alpha / beta), eV: -3.38 / -3.39
Calculated total energy, eV: -89235.418

Mulliken population analysis, charges in e, atoms 1 to 99:
1. Mo 0.675
2. O -0.376
3. C -0.534
4. C 1.541
5. C -0.446
6. C -0.569
7. C -0.509
8. C -0.816
9. C -0.675
10. O -0.064
11. N 1.015
12. O -0.618
13. O -0.624
14. H 0.240
15. H 0.550
16. H 0.519
17. H 0.533
18. C -0.990
19. C -1.021
20. N 0.228
21. C 0.019
22. C -0.081
23. C 0.111
24. O -0.674
25. O -0.601
26. C 0.928
27. O -0.476
28. C 0.511
29. C -0.135
30. C -0.012
31. F -0.467
32. C -0.019
33. C -1.016
34. C 0.208
35. N 0.257
36. C -0.459
37. C -0.664
38. N -0.088
39. C -0.782
40. C -0.721
41. H 0.392
42. H 0.281
43. H 0.343
44. H 0.432
45. H 0.453
46. H 0.561
47. H 0.230
48. H 0.590
49. H 0.403
50. H -0.004
51. H 0.351
52. H 0.418
53. H 0.388
54. H 0.354
55. H 0.427
56. H 0.361
57. H 0.308
58. H 0.440
59. C -1.040
60. C -1.268
61. C 2.591
62. C -1.309
63. C -1.131
64. C -0.398
65. O -0.615
66. N 0.187
67. C -0.656
68. O -0.632
69. N 1.203
70. C 0.808
71. O -0.916
72. H 0.511
73. H 0.302
74. H 0.089
75. H 0.457
76. H 0.487
77. H 0.535
78. H 0.483
79. H 0.276
80. H 0.510
81. H 0.097
82. H 0.301
83. O -0.639
84. C -0.317
85. O -0.094
86. C 0.248
87. C 0.378
88. C -0.277
89. C -0.479
90. C -0.357
91. C -0.598
92. N 1.043
93. O -0.598
94. O -0.619
95. N 1.179
96. O -0.558
97. O -0.694
98. H 0.592
99. H 0.636

=====

Record 2
The following is a quantum chemistry calculation of C48H40CdN9O2S3 as an isolated structure, from the OMol25 dataset.

```
! wB97M-V def2-TZVPD RIJCOSX def2/J DEFGRID3
* xyz -1 1
Cd 0.019 0.738 1.413
O -0.953 4.770 -0.021
C -0.491 3.741 0.492
N -1.085 2.654 0.946
C -2.464 2.511 1.146
C -3.451 3.253 0.502
C -4.800 3.038 0.780
C -5.176 2.090 1.716
C -4.209 1.330 2.368
C -2.854 1.506 2.090
N -1.806 0.803 2.697
C -1.923 -0.227 3.518
O -2.918 -0.883 3.860
C -0.577 -0.541 4.187
C -0.577 -1.325 5.330
C 0.591 -1.446 6.064
C 1.727 -0.784 5.631
C 1.658 -0.073 4.447
N 0.543 0.050 3.733
C 1.029 3.706 0.724
C 1.790 4.777 0.270
C 3.148 4.803 0.533
C 3.717 3.757 1.245
C 2.896 2.721 1.649
N 1.585 2.692 1.400
H -3.144 4.008 -0.206
H -5.553 3.623 0.264
H -6.224 1.926 1.941
H -4.492 0.584 3.096
H -1.506 -1.795 5.619
H 0.613 -2.044 6.967
H 2.661 -0.844 6.174
H 2.538 0.424 4.056
H 1.280 5.561 -0.270
H 3.761 5.626 0.184
H 4.776 3.730 1.468
H 3.304 1.867 2.179
S 4.824 2.840 -2.101
C 5.908 3.304 -3.331
C 5.358 3.170 -4.570
C 4.024 2.691 -4.513
C 3.579 2.472 -3.237
C 2.262 1.957 -2.819
C 2.008 1.579 -1.482
N 0.880 1.045 -1.070
C -0.120 0.873 -1.962
C 0.011 1.256 -3.304
C -1.094 1.096 -4.208
C -2.267 0.593 -3.779
C -2.438 0.180 -2.415
C -3.650 -0.343 -1.934
C -3.757 -0.759 -0.632
C -2.601 -0.650 0.167
N -1.469 -0.143 -0.252
C -1.370 0.291 -1.519
C -4.977 -1.326 -0.042
C -5.155 -1.785 1.232
C -6.475 -2.262 1.471
C -7.277 -2.155 0.380
S -6.440 -1.477 -0.949
C 1.236 1.794 -3.716
H 6.902 3.640 -3.074
H 5.881 3.398 -5.489
H 3.420 2.511 -5.393
H 2.785 1.698 -0.739
H -0.966 1.402 -5.240
H -3.105 0.487 -4.459
H -4.496 -0.419 -2.609
H -2.606 -1.037 1.178
H -4.382 -1.766 1.992
H -6.804 -2.657 2.422
H -8.315 -2.433 0.277
H 1.358 2.086 -4.754
C 2.437 -2.596 2.478
C 1.348 -3.291 1.709
C 1.201 -4.667 1.582
C 0.064 -4.858 0.761
C -0.391 -3.588 0.430
C -1.562 -3.341 -0.485
N 0.382 -2.617 1.013
H 3.416 -3.032 2.262
H 2.281 -2.671 3.556
H 2.489 -1.541 2.207
H 1.833 -5.420 2.036
H -0.365 -5.794 0.420
H -1.717 -4.224 -1.109
H -1.404 -2.489 -1.152
H -2.500 -3.168 0.056
S 4.315 -0.508 -0.189
C 3.538 -1.559 -1.268
N 3.428 -1.213 -2.574
C 2.471 -1.782 -3.522
C 1.481 -2.657 -2.779
C 2.272 -3.560 -1.850
N 3.030 -2.739 -0.913
H 3.835 -0.319 -2.792
H 3.000 -2.374 -4.276
H 1.964 -0.963 -4.036
H 0.884 -3.236 -3.485
H 0.810 -2.044 -2.171
H 2.960 -4.183 -2.432
H 1.626 -4.205 -1.261
H 2.770 -2.838 0.063
*
```

Results
Maximum force, eV Å⁻¹: 0.538
Highest occupied orbital energy, eV: -3.72
Orbital gap, eV: 5.210
E_LUMO, eV: 1.49
Calculated total energy, eV: -105006.809

Mulliken population analysis, charges in e, atoms 1 to 99:
1. Cd 2.672
2. O -0.855
3. C 0.063
4. N 0.198
5. C -0.230
6. C -0.683
7. C -0.805
8. C -0.660
9. C -0.548
10. C 0.547
11. N -0.380
12. C 0.426
13. O -0.813
14. C 0.212
15. C -0.615
16. C -0.433
17. C -0.867
18. C 0.013
19. N 0.434
20. C 0.264
21. C -0.697
22. C -0.451
23. C -0.872
24. C -0.058
25. N 0.249
26. H 0.502
27. H 0.353
28. H 0.423
29. H 0.440
30. H 0.449
31. H 0.395
32. H 0.421
33. H 0.140
34. H 0.502
35. H 0.412
36. H 0.437
37. H 0.320
38. S 0.137
39. C -0.443
40. C -0.695
41. C -0.476
42. C 0.358
43. C 0.879
44. C -1.698
45. N 1.239
46. C -1.499
47. C 0.851
48. C -1.243
49. C -1.165
50. C 0.661
51. C -1.022
52. C 0.908
53. C -2.867
54. N 2.001
55. C -0.173
56. C 0.122
57. C -0.188
58. C -0.861
59. C -0.388
60. S -0.276
61. C -0.983
62. H 0.434
63. H 0.397
64. H 0.386
65. H 0.218
66. H 0.452
67. H 0.505
68. H 0.465
69. H 0.944
70. H 0.570
71. H 0.412
72. H 0.443
73. H 0.305
74. C -0.412
75. C -0.687
76. C -0.763
77. C -1.414
78. C 0.576
79. C -0.508
80. N 0.797
81. H 0.440
82. H 0.255
83. H -0.241
84. H 0.445
85. H 0.429
86. H 0.416
87. H -0.239
88. H 0.237
89. S -0.426
90. C 0.536
91. N -0.159
92. C -0.739
93. C 0.020
94. C -0.983
95. N -0.073
96. H 0.105
97. H 0.456
98. H 0.248
99. H 0.628

=====

Record 3
The following is a quantum chemistry calculation of a 2-piece molecular cluster, C2H7NO3 overall, from the OMol25 dataset.

```
! wB97M-V def2-TZVPD RIJCOSX def2/J DEFGRID3
* xyz 0 1
C -2.109 -0.192 1.423
N -1.168 -1.004 0.661
C -0.150 -0.428 -0.069
O -0.393 0.854 -0.397
O 0.837 -1.036 -0.412
H -2.632 -0.876 2.086
H -1.659 0.624 1.955
H -2.852 0.179 0.732
H -0.737 -1.787 1.103
H 0.063 1.029 -1.232
H 2.051 0.674 -0.886
H 3.360 1.350 -0.759
O 2.495 1.492 -1.165
*
```

Results
Maximum force, eV Å⁻¹: 1.653
Highest occupied orbital energy, eV: -10.32
SMILES: CNC(=O)O.O
Orbital gap, eV: 11.008
E_LUMO, eV: 0.69
Calculated total energy, eV: -9820.758

Okay, here come the Mulliken numbers, in e, for every atom:
1. C -0.801
2. N -0.259
3. C 0.668
4. O -0.486
5. O -0.628
6. H 0.351
7. H 0.284
8. H 0.270
9. H 0.274
10. H 0.344
11. H 0.324
12. H 0.288
13. O -0.629

=====

Record 4
The following is a quantum chemistry calculation of a 2-piece molecular cluster, C5H13N2O overall, from the OMol25 dataset.

```
! wB97M-V def2-TZVPD RIJCOSX def2/J DEFGRID3
* xyz 2 2
C -0.511 0.977 -1.716
C -0.575 -0.594 -1.671
C 0.258 -1.274 -0.583
C -0.282 -1.314 0.716
N -0.125 -0.051 1.668
C 0.672 -1.532 1.822
N -1.036 1.753 -0.597
H -0.723 1.395 -2.708
H 0.531 1.173 -1.475
H -0.276 -0.918 -2.661
H -1.612 -0.717 -1.549
H 1.178 -1.895 -0.625
H -1.308 -1.836 0.743
H 1.684 -1.494 1.453
H 0.407 -2.176 2.683
H -1.847 1.506 -0.066
H -0.559 2.537 -0.298
H 2.339 1.885 1.193
H 1.131 0.976 0.870
H -1.023 -0.147 2.288
O 1.675 1.750 0.514
*
```

Results
Maximum force, eV Å⁻¹: 4.066
Highest occupied orbital energy (alpha / beta), eV: -18.97 / -18.87
Orbital gap (alpha / beta), eV: 7.091 / 6.512
<S²>: 0.754
E_LUMO (alpha / beta), eV: -11.88 / -12.36
Calculated total energy, eV: -10398.816

Okay, here come the Mulliken numbers, in e, for every atom:
1. C -0.665
2. C -0.714
3. C -0.016
4. C 0.247
5. N -0.547
6. C -0.673
7. N 0.049
8. H 0.423
9. H 0.485
10. H 0.445
11. H 0.401
12. H 0.441
13. H 0.498
14. H 0.320
15. H 0.319
16. H 0.293
17. H 0.313
18. H 0.338
19. H 0.327
20. H 0.353
21. O -0.636